(1)
13
Properties=species:S:1:pos:R:3:forces:R:3:mulliken_charge:R:1 method="wB97M-V/def2-TZVPD" multiplicity=1 e_homo_ev=-9.311 e_tot_ev=-10740.746 fmax_ha_per_bohr=0.165 gap_ev=8.7334
C -0.832 0.029 0.116 -7.77 -2.86 1.92 -0.09
C 0.520 -0.137 -0.004 1.38 1.69 -0.55 0.40
C 1.363 -0.793 0.909 -0.06 -1.38 -2.63 0.00
C 1.243 0.216 -1.117 -4.55 -0.02 0.74 -0.07
H -2.385 1.258 -0.151 -0.75 -0.57 -0.24 0.33
H -0.902 2.204 0.169 -1.70 -3.00 -3.07 0.27
H -2.464 -0.788 1.049 -0.69 0.53 -0.51 0.20
H 0.843 -1.381 1.743 1.82 1.05 -0.81 0.37
H 0.808 0.593 -2.025 0.48 0.43 -0.29 0.46
N -1.561 1.040 -0.701 3.86 3.09 4.54 -0.65
N -1.497 -0.936 0.831 3.43 2.95 -1.68 -0.66
N 2.510 -0.970 0.244 0.04 -0.27 0.91 -0.41
O 2.353 -0.334 -1.063 4.51 -1.65 1.67 -0.16

(2)
114
Properties=species:S:1:pos:R:3:forces:R:3:mulliken_spin:R:1 method="wB97M-V/def2-TZVPD" multiplicity=2 e_homo_ev="-4.164 / -4.492" e_tot_ev=-172585.305 total_charge=-1 fmax_ha_per_bohr=0.029 gap_ev="6.2646 / 5.6078" s2=0.785
Y 1.772 -0.372 -0.618 1.33 0.08 0.71 -0.09
C -4.402 1.411 2.896 -0.03 -0.06 0.07 0.00
C -3.769 2.695 2.357 0.06 0.01 -0.08 0.00
C -4.745 3.324 1.348 -0.01 0.01 -0.06 0.00
C -3.572 3.664 3.532 0.00 0.02 0.09 0.00
C -2.429 2.419 1.670 0.04 0.14 -0.06 -0.03
C -1.952 1.143 1.451 0.02 -0.06 -0.19 0.07
C -0.733 0.940 0.782 -0.07 -0.08 0.12 -0.05
N -0.156 -0.275 0.513 -1.07 -0.13 0.59 0.33
C -0.731 -1.507 0.579 -0.09 0.25 0.06 0.05
C -2.107 -1.791 0.399 0.08 0.06 0.13 0.01
C -2.554 -3.085 0.452 0.07 -0.11 -0.04 0.03
C -1.609 -4.087 0.784 -0.08 -0.13 0.04 0.10
C -0.257 -3.885 0.961 0.11 -0.23 0.09 -0.01
C 0.248 -2.573 0.720 -0.21 0.15 -0.05 0.09
O 1.491 -2.264 0.602 -0.21 -0.12 0.29 0.15
C 0.621 -5.088 1.375 -0.02 0.11 -0.03 0.01
C 2.069 -4.703 1.711 0.04 -0.03 0.03 0.00
C 0.019 -5.737 2.637 -0.02 0.03 0.00 0.00
C 0.657 -6.129 0.247 -0.03 -0.04 -0.04 0.00
C -3.995 -3.490 0.140 0.10 -0.02 0.01 -0.01
C -4.870 -2.280 -0.181 -0.04 0.13 0.01 0.00
C -4.009 -4.424 -1.082 0.05 -0.04 -0.05 0.01
C -4.603 -4.223 1.344 -0.04 -0.03 0.09 0.01
C 0.119 2.046 0.446 0.04 -0.17 -0.06 0.09
O 1.323 1.786 0.018 -0.13 -0.40 0.28 0.06
C -0.398 3.352 0.604 0.07 0.28 0.13 -0.01
C -1.642 3.490 1.212 -0.01 0.03 -0.06 0.09
C 0.431 4.605 0.248 -0.03 -0.11 -0.03 0.01
C 1.493 4.346 -0.834 0.06 0.08 -0.10 -0.01
C 1.150 5.098 1.513 0.04 -0.03 0.06 0.00
C -0.473 5.734 -0.278 -0.08 -0.01 0.01 0.00
H -5.361 1.646 3.367 0.06 -0.02 -0.01 0.00
H -3.762 0.932 3.644 -0.06 0.05 -0.07 0.00
H -4.592 0.686 2.098 0.01 0.08 0.06 0.00
H -5.701 3.564 1.830 0.11 -0.03 -0.04 0.00
H -4.937 2.633 0.521 0.02 0.07 0.07 0.00
H -4.334 4.246 0.925 -0.04 -0.08 0.04 0.00
H -4.514 3.799 4.076 0.08 0.00 -0.05 0.00
H -3.239 4.650 3.195 -0.02 -0.11 0.02 0.00
H -2.823 3.276 4.229 -0.07 0.03 -0.05 0.00
H -2.492 0.276 1.803 0.02 0.04 -0.01 0.01
H -2.771 -0.973 0.150 0.07 -0.06 -0.01 0.00
H -1.976 -5.106 0.887 0.04 0.10 -0.01 0.02
H 2.108 -3.940 2.495 -0.01 -0.07 -0.07 0.00
H 2.602 -4.320 0.840 -0.05 -0.06 0.09 0.00
H 2.584 -5.601 2.077 -0.03 0.08 -0.03 0.00
H -0.071 -5.003 3.444 0.02 -0.06 -0.06 0.00
H 0.672 -6.548 2.979 -0.07 0.07 -0.04 0.00
H -0.973 -6.164 2.458 0.08 0.06 -0.01 0.00
H 1.132 -5.710 -0.643 -0.04 -0.05 0.10 0.00
H -0.352 -6.457 -0.030 0.12 0.03 0.04 0.00
H 1.227 -7.011 0.569 -0.07 0.11 -0.04 0.00
H -4.501 -1.736 -1.057 -0.03 -0.06 0.09 0.00
H -4.916 -1.580 0.661 0.00 -0.07 -0.08 0.00
H -5.889 -2.616 -0.397 0.05 0.04 0.01 0.00
H -3.525 -3.943 -1.938 -0.07 -0.04 0.08 0.00
H -5.040 -4.678 -1.359 0.12 0.02 0.04 0.00
H -3.471 -5.356 -0.878 -0.04 0.10 -0.02 0.00
H -4.597 -3.579 2.230 -0.01 -0.06 -0.09 0.00
H -4.046 -5.134 1.586 -0.06 0.11 -0.02 0.00
H -5.639 -4.510 1.132 0.08 0.02 0.01 0.00
H -2.025 4.492 1.364 0.01 0.01 -0.03 0.01
H 2.280 3.675 -0.493 -0.09 0.14 -0.04 0.00
H 1.940 5.306 -1.118 -0.03 -0.03 -0.01 0.00
H 1.054 3.894 -1.727 0.03 0.03 0.07 0.00
H 1.837 4.330 1.882 -0.06 0.06 -0.02 0.00
H 0.432 5.323 2.308 0.04 0.00 -0.04 0.00
H 1.731 6.005 1.300 -0.06 -0.11 0.01 0.00
H -1.120 5.373 -1.085 0.08 0.04 0.07 0.00
H 0.150 6.542 -0.675 -0.06 -0.05 0.05 0.00
H -1.109 6.170 0.500 0.04 -0.09 -0.05 0.00
S 1.185 -4.134 -2.922 -0.01 0.00 0.05 0.00
Sb 3.036 -2.504 -3.030 0.00 -0.45 -0.68 0.00
S 0.597 -2.176 -2.441 0.09 -0.27 -0.67 0.00
S 4.267 -3.072 -1.218 -0.06 0.19 0.10 0.00
C 5.811 0.263 -1.213 0.05 0.05 0.02 0.00
C 4.826 0.872 -2.173 -0.18 -0.05 0.10 0.00
C 5.260 1.751 -3.139 -0.06 0.01 -0.13 0.00
C 4.314 2.303 -4.016 0.04 -0.01 0.03 0.00
C 2.990 1.988 -3.896 -0.06 -0.09 0.04 0.00
C 2.570 1.088 -2.868 -0.05 0.06 -0.10 0.01
N 3.526 0.533 -2.039 0.08 0.47 -0.36 0.00
N 1.310 0.715 -2.622 0.14 0.26 -0.50 0.01
Si -0.088 1.092 -3.564 0.17 0.06 0.16 0.00
C 0.037 0.286 -5.232 0.01 -0.11 -0.47 0.00
C -1.610 0.520 -2.669 -0.31 -0.14 0.22 0.01
C -0.414 2.919 -3.837 0.04 0.44 0.00 0.00
H 6.695 -0.091 -1.749 -0.02 0.07 0.02 0.00
H 5.377 -0.590 -0.704 -0.03 -0.03 0.00 0.00
H 6.137 1.009 -0.478 -0.07 -0.08 -0.05 0.00
H 6.312 1.988 -3.217 -0.01 0.01 -0.02 0.00
H 4.635 2.985 -4.797 -0.01 -0.03 0.04 0.00
H 2.249 2.404 -4.569 0.11 -0.05 0.07 0.00
H 0.289 -0.770 -5.103 -0.03 0.04 -0.07 0.00
H 0.821 0.758 -5.839 -0.11 -0.11 0.06 0.00
H -0.909 0.356 -5.788 0.17 -0.01 0.09 0.00
H -1.632 -0.558 -2.488 -0.03 0.09 0.00 -0.01
H -2.495 0.787 -3.265 0.12 -0.04 0.09 0.00
H -1.690 1.039 -1.704 -0.03 -0.09 -0.12 0.00
H 0.480 3.519 -4.052 -0.21 -0.09 0.02 0.00
H -0.892 3.342 -2.942 0.08 -0.02 -0.17 0.00
H -1.110 3.031 -4.680 0.10 0.01 0.16 0.00
Br 6.504 0.567 4.692 0.07 0.02 0.08 0.00
C 5.250 0.286 3.308 0.04 0.02 0.06 0.00
C 4.368 1.291 2.969 -0.11 0.05 -0.09 0.00
C 3.473 1.042 1.939 0.10 -0.10 -0.09 0.01
N 3.433 -0.121 1.274 0.18 0.35 0.25 0.00
C 4.286 -1.083 1.638 -0.24 -0.02 0.09 0.01
C 5.219 -0.924 2.648 0.00 -0.12 -0.04 0.00
H 4.368 2.244 3.479 0.00 -0.01 -0.01 0.00
H 2.764 1.795 1.611 0.01 -0.04 -0.01 -0.01
H 4.204 -2.016 1.097 0.00 -0.05 -0.05 0.00
H 5.891 -1.731 2.904 -0.02 0.04 -0.01 0.00

(3)
27
Properties=species:S:1:pos:R:3:forces:R:3:mulliken_spin:R:1 method="wB97M-V/def2-TZVPD" multiplicity=3 e_homo_ev="-13.710 / -13.709" e_tot_ev=-53090.635 total_charge=+2 fmax_ha_per_bohr=0.027 gap_ev="6.7419 / 3.1110" s2=2.005
Pt -1.633 -0.080 -0.191 0.30 0.37 0.28 1.61
Cl -1.522 0.580 2.427 -0.02 -0.23 -0.15 0.14
C -1.478 2.325 2.072 0.03 0.08 0.11 -0.01
Cl -1.457 2.572 0.308 0.00 -0.16 -0.23 0.14
H -0.572 2.744 2.494 0.03 -0.03 -0.03 0.00
H -2.372 2.785 2.477 -0.04 -0.02 -0.03 0.00
N 5.345 -0.563 -1.253 -0.28 0.41 -0.25 0.00
C 4.542 -1.317 -0.500 0.75 -1.01 0.63 0.00
S 5.120 -2.625 0.339 -0.31 0.50 -0.29 0.00
C 3.098 -0.959 -0.426 -0.29 0.23 -0.12 -0.01
C 2.226 -1.737 0.341 -0.10 0.06 -0.05 0.00
C 0.889 -1.428 0.387 0.13 -0.13 0.05 0.00
N 0.366 -0.382 -0.288 0.30 -0.06 0.11 0.14
C 1.193 0.387 -1.012 0.03 0.14 -0.17 0.00
C 2.545 0.133 -1.102 -0.01 -0.13 0.12 0.00
H 6.321 -0.802 -1.317 0.04 -0.08 0.05 0.00
H 5.032 0.229 -1.786 0.05 -0.02 -0.01 0.00
H 2.605 -2.585 0.895 0.05 -0.01 -0.03 0.00
H 0.209 -2.037 0.969 -0.03 0.05 0.00 0.00
H 0.757 1.221 -1.547 -0.03 0.00 0.04 -0.01
H 3.139 0.805 -1.703 -0.04 -0.01 -0.03 0.00
C -6.208 0.147 -0.271 -0.59 0.06 0.07 0.00
C -4.777 0.083 -0.242 0.39 -0.13 -0.17 -0.05
N -3.635 0.016 -0.241 -0.53 0.12 0.12 0.05
H -6.528 1.139 -0.593 0.04 -0.01 0.01 0.00
H -6.601 -0.054 0.727 0.02 0.01 -0.02 0.00
H -6.606 -0.596 -0.965 0.10 -0.01 0.00 0.00